--- A ---
The following is a DFT calculation (wB97M-V/def2-TZVPD) of a structure of composition C5H6O3.

Properties
Gap between HOMO and LUMO: 8.71 eV
Highest occupied orbital energy: -8.07 eV
Molar mass: 114.1 g mol⁻¹

```
! RIJCOSX wB97M-V def2-TZVPD def2/J DEFGRID3
* xyz 0 1
O -0.51 0.70 1.33
O -2.36 -0.10 0.07
O 1.93 0.88 -1.21
C 0.26 -0.13 0.42
C 0.70 0.79 -0.71
C -0.51 1.31 -0.97
C 0.69 -1.50 0.80
C -1.14 0.46 0.12
H -2.53 -0.56 0.90
H -0.88 2.17 -1.49
H 0.93 -2.07 -0.10
H 1.58 -1.45 1.43
H -0.10 -2.02 1.34
H 1.94 1.52 -1.94
*
```

***

--- B ---
The following is a DFT calculation (wB97M-V/def2-TZVPD) of a structure of composition C5H6O3.

Properties
Gap between HOMO and LUMO: 8.39 eV
Highest occupied orbital energy: -7.64 eV
Molar mass: 114.1 g mol⁻¹

```
! RIJCOSX wB97M-V def2-TZVPD def2/J DEFGRID3
* xyz 0 1
O -2.09 -0.06 -0.30
O 1.17 -1.23 -0.02
O 1.42 1.07 -0.32
C 0.05 -0.55 0.02
C 0.06 0.76 -0.20
C 2.20 -0.12 -0.05
C -1.31 1.19 0.11
C -1.31 -1.25 -0.08
H 2.99 -0.29 -0.88
H -1.20 1.51 1.42
H -1.57 -1.77 -1.12
H -1.71 2.27 -0.44
H -1.35 -1.80 0.88
H 2.64 0.27 0.97
*
```

***

--- C ---
The following is a DFT calculation (wB97M-V/def2-TZVPD) of an isolated molecule of C5H6O3.

Properties
Gap between HOMO and LUMO: 9.20 eV
Highest occupied orbital energy: -8.60 eV
Molar mass: 114.1 g mol⁻¹
SMILES string: CC(=O)C1OC=CO1

```
! RIJCOSX wB97M-V def2-TZVPD def2/J DEFGRID3
* xyz 0 1
O 0.72 0.58 -0.99
O -2.44 -0.87 -0.65
O 0.42 -1.18 0.54
C -0.17 -0.58 -0.78
C -1.51 -0.11 -0.32
C 1.71 -0.73 0.40
C 1.91 0.36 -0.38
C -1.53 0.82 0.69
H -0.12 -1.14 -1.68
H 2.62 0.97 -0.82
H -0.78 1.72 0.70
H 2.65 -1.38 0.72
H -0.88 0.40 1.47
H -2.60 1.14 1.09
*
```

***

The winner here is A, beating the second structure by 0.333 eV.

***

--- A ---
The following is a DFT calculation (wB97M-V/def2-TZVPD) of an isolated molecule of C5H6O3.

Properties
Gap between HOMO and LUMO: 10.68 eV
Highest occupied orbital energy: -9.76 eV
Molar mass: 114.1 g mol⁻¹
SMILES string: C1=C[C@@H]2OC[C@H](O1)O2

```
! RIJCOSX wB97M-V def2-TZVPD def2/J DEFGRID3
* xyz 0 1
O 0.50 -0.27 1.23
O -1.57 -0.80 0.15
O 1.58 0.19 -0.56
C -0.47 1.41 -0.15
C -1.52 0.66 -0.34
C -0.14 -1.10 0.31
C 0.71 -0.79 -1.01
C 0.84 0.87 0.51
H -0.32 -0.42 -1.56
H -2.42 1.06 -0.87
H 1.44 1.55 1.25
H -0.17 -2.13 0.72
H -0.57 2.38 -0.41
H 1.32 -1.66 -1.58
*
```

***

--- B ---
The following is a DFT calculation (wB97M-V/def2-TZVPD) of a structure of composition C5H6O3.

Properties
Gap between HOMO and LUMO: 9.86 eV
Highest occupied orbital energy: -9.00 eV
Molar mass: 114.1 g mol⁻¹

```
! RIJCOSX wB97M-V def2-TZVPD def2/J DEFGRID3
* xyz 0 1
O -0.54 -1.17 1.12
O -0.37 1.33 0.97
O 2.14 -0.09 0.61
C -1.24 0.64 0.00
C -1.25 -0.80 -0.08
C 0.25 1.02 -0.29
C 1.25 -0.10 -0.32
C 0.10 -1.29 -0.08
H 0.69 -2.31 -0.36
H 1.41 0.73 1.18
H -2.29 -1.30 -0.39
H -1.89 1.59 -0.24
H 0.16 2.13 -0.79
H 1.59 -0.37 -1.33
*
```

***

--- C ---
The following is a DFT calculation (wB97M-V/def2-TZVPD) of a structure of composition C5H6O3.

Properties
Gap between HOMO and LUMO: 8.16 eV
Highest occupied orbital energy: -8.47 eV
Molar mass: 114.1 g mol⁻¹

```
! RIJCOSX wB97M-V def2-TZVPD def2/J DEFGRID3
* xyz 0 1
O 0.68 -2.26 -0.81
O -1.15 0.48 0.59
O 1.15 0.63 0.02
C -0.01 -0.10 -0.21
C -0.77 -0.25 -1.69
C 0.26 -1.49 0.24
C 0.78 1.59 0.88
C -0.52 1.46 1.28
H 1.29 2.68 1.04
H -2.33 -0.24 -1.13
H -0.35 -1.96 1.49
H -0.61 -1.23 -2.73
H -0.59 0.77 -2.09
H -1.25 1.87 1.98
*
```

***

The winner here is A, beating the second structure by 3.656 eV.

***

--- A ---
The following is a DFT calculation (wB97M-V/def2-TZVPD) of a structure of composition C2H4N2OS.

Properties
Gap between HOMO and LUMO: 8.44 eV
Highest occupied orbital energy: -9.07 eV
Molar mass: 104.1 g mol⁻¹

```
! RIJCOSX wB97M-V def2-TZVPD def2/J DEFGRID3
* xyz 0 1
S 0.64 1.49 0.67
O -0.94 -1.74 -0.90
N 0.48 -0.08 -1.75
N -0.54 -0.66 1.56
C -0.12 -0.84 -0.81
C -0.01 0.04 0.55
H 1.05 0.79 -1.24
H -1.72 -1.16 1.11
H -0.90 0.21 2.37
H 0.07 0.09 -2.92
*
```

***

--- B ---
The following is a DFT calculation (wB97M-V/def2-TZVPD) of an isolated molecule of C2H4N2OS.

Properties
Gap between HOMO and LUMO: 9.09 eV
Highest occupied orbital energy: -9.19 eV
Molar mass: 104.1 g mol⁻¹
SMILES string: O/N=C/C=N\S

```
! RIJCOSX wB97M-V def2-TZVPD def2/J DEFGRID3
* xyz 0 1
S -2.18 -0.99 0.00
O 2.53 -0.97 0.00
N 1.67 0.20 -0.02
N -1.87 0.82 0.00
C 0.43 -0.06 0.34
C -0.56 1.08 0.05
H -3.37 -0.70 -0.20
H -0.19 2.00 -0.18
H 0.16 -1.01 0.57
H 3.40 -0.38 -0.57
*
```

***

--- C ---
The following is a DFT calculation (wB97M-V/def2-TZVPD) of an isolated molecule of C2H4N2OS.

Properties
Gap between HOMO and LUMO: 9.34 eV
Highest occupied orbital energy: -8.82 eV
Molar mass: 104.1 g mol⁻¹
SMILES string: N/N=C/SC=O

```
! RIJCOSX wB97M-V def2-TZVPD def2/J DEFGRID3
* xyz 0 1
S 0.85 1.00 -0.10
O 2.39 -1.08 0.10
N -2.67 -0.56 0.10
N -1.36 -0.40 -0.12
C -0.81 0.69 0.17
C 1.26 -0.68 0.02
H -3.16 0.27 -0.06
H 0.16 -1.23 -0.22
H -2.97 -1.43 -0.49
H -1.20 1.65 0.51
*
```

***

The winner here is C, beating the second structure by 0.488 eV.

***

--- A ---
The following is a DFT calculation (wB97M-V/def2-TZVPD) of an isolated molecule of C4H9NO3.

Properties
Gap between HOMO and LUMO: 5.33 eV
Highest occupied orbital energy: -8.90 eV
Molar mass: 119.1 g mol⁻¹

```
! RIJCOSX wB97M-V def2-TZVPD def2/J DEFGRID3
* xyz 0 1
O -2.10 -1.12 0.52
O 2.74 -0.12 -0.04
O -2.12 0.93 -0.40
N 0.51 0.52 -1.38
C -1.66 -0.40 -0.37
C 2.14 -0.11 1.11
C 0.03 -0.20 -0.27
C 0.53 0.43 0.92
H 0.40 -1.22 -0.35
H 2.59 0.68 1.73
H 0.58 1.50 0.81
H -1.72 -0.87 -1.37
H -0.02 0.25 1.83
H 1.54 0.51 -1.43
H 2.01 -1.08 1.58
H -3.08 0.89 -0.41
H 0.01 0.28 -2.23
*
```

***

--- B ---
The following is a DFT calculation (wB97M-V/def2-TZVPD) of a cluster of 2 separate species, C4H9NO3 in total.

Properties
Gap between HOMO and LUMO: 9.37 eV
Highest occupied orbital energy: -8.80 eV
Molar mass: 119.1 g mol⁻¹

```
! RIJCOSX wB97M-V def2-TZVPD def2/J DEFGRID3
* xyz 0 1
O 1.72 0.29 -1.51
O -1.01 1.29 0.62
O 0.29 -1.76 -0.77
N -1.78 -1.22 0.01
C -0.56 -0.78 -0.40
C 0.68 0.86 -1.10
C 1.03 0.18 1.40
C 0.07 0.43 0.26
H -0.53 0.10 -1.61
H 0.41 1.88 -1.43
H 1.85 -0.46 1.06
H -2.43 -0.49 0.25
H 1.10 -1.29 -1.13
H -2.17 -1.99 -0.51
H -0.66 2.13 0.92
H 0.52 -0.30 2.23
H 1.47 1.12 1.73
*
```

***

--- C ---
The following is a DFT calculation (wB97M-V/def2-TZVPD) of a cluster of 2 separate species, C4H9NO3 in total.

Properties
Gap between HOMO and LUMO: 10.56 eV
Highest occupied orbital energy: -9.89 eV
Molar mass: 119.1 g mol⁻¹
SMILES string: NC(=O)C[C@H]1CO1.O

```
! RIJCOSX wB97M-V def2-TZVPD def2/J DEFGRID3
* xyz 0 1
O 1.83 -1.60 -1.94
O -1.08 2.26 1.64
O -0.59 -0.15 1.17
N 1.90 -1.20 0.28
C 0.62 0.30 -1.13
C 1.48 -0.94 -0.97
C -1.43 -0.70 0.17
C -0.62 0.45 -0.27
H -1.96 2.39 1.29
H -2.50 -0.52 0.33
H -1.03 1.19 1.88
H 1.61 -0.61 1.05
H 0.30 0.34 -2.18
H -1.24 1.26 -0.65
H -1.12 -1.71 -0.14
H 2.56 -1.95 0.44
H 1.26 1.18 -0.97
*
```

***

The winner here is C, beating the second structure by 0.583 eV.

***

--- A ---
The following is a DFT calculation (wB97M-V/def2-TZVPD) of a cluster of 2 separate species, C4H9NO3 in total.

Properties
Gap between HOMO and LUMO: 10.27 eV
Highest occupied orbital energy: -9.91 eV
Molar mass: 119.1 g mol⁻¹
SMILES string: N[C@H](C=O)CC=O.O

```
! RIJCOSX wB97M-V def2-TZVPD def2/J DEFGRID3
* xyz 0 1
O -0.70 2.96 -0.49
O -2.94 -0.53 0.75
O 2.74 -1.29 -1.09
N -0.22 -0.80 0.81
C -0.62 1.77 -0.56
C 0.65 -0.48 -0.32
C 2.07 -0.99 -0.14
C 0.72 1.06 -0.48
H 1.32 1.49 0.33
H -0.17 -1.75 1.15
H 2.41 -1.16 0.89
H -0.13 -0.19 1.61
H 1.34 1.25 -1.36
H -3.19 -1.25 0.16
H -1.98 -0.33 0.75
H -1.50 1.13 -0.78
H 0.20 -0.88 -1.23
*
```

***

--- B ---
The following is a DFT calculation (wB97M-V/def2-TZVPD) of an isolated molecule of C4H9NO3.

Properties
Gap between HOMO and LUMO: 10.37 eV
Highest occupied orbital energy: -9.64 eV
Molar mass: 119.1 g mol⁻¹
SMILES string: C[C@H](OCO)C(N)=O

```
! RIJCOSX wB97M-V def2-TZVPD def2/J DEFGRID3
* xyz 0 1
O -0.15 0.58 -1.39
O 1.63 -1.90 -0.64
O -2.08 0.22 -0.13
N 0.45 -1.43 1.21
C 0.72 1.38 0.76
C -1.30 -0.17 -1.23
C 0.88 0.42 -0.42
C 0.95 -1.13 0.00
H 1.80 0.63 -0.96
H -1.84 -0.07 -2.18
H 0.56 -2.37 1.55
H -2.47 1.07 -0.33
H -0.26 -0.84 1.64
H 0.79 2.40 0.40
H -0.95 -1.24 -0.99
H -0.25 1.26 1.25
H 1.52 1.21 1.48
*
```

***

The winner here is B, beating the second structure by 0.901 eV.

***

--- A ---
The following is a DFT calculation (wB97M-V/def2-TZVPD) of a cluster of 2 separate species, C4H9NO3 in total.

Properties
Gap between HOMO and LUMO: 8.63 eV
Highest occupied orbital energy: -9.16 eV
Molar mass: 119.1 g mol⁻¹
SMILES string: CC(=O)O.CC(N)=O

```
! RIJCOSX wB97M-V def2-TZVPD def2/J DEFGRID3
* xyz 0 1
O -1.48 -0.39 -1.54
O 1.24 -0.89 0.53
O -0.51 -2.15 -0.08
N 0.78 1.31 0.97
C -1.14 -0.60 -0.42
C -1.94 -0.34 0.82
C 0.95 0.25 0.07
C 1.45 0.65 -1.31
H 0.94 1.07 1.94
H 1.07 2.23 0.67
H -2.91 -0.83 0.68
H 1.29 -0.17 -2.00
H 2.52 0.88 -1.25
H -2.09 0.74 0.93
H 0.92 1.54 -1.66
H -1.45 -0.73 1.71
H 0.37 -2.57 -0.05
*
```

***

--- B ---
The following is a DFT calculation (wB97M-V/def2-TZVPD) of a cluster of 2 separate species, C4H9NO3 in total.

Properties
Gap between HOMO and LUMO: 8.41 eV
Highest occupied orbital energy: -7.96 eV
Molar mass: 119.1 g mol⁻¹
SMILES string: C/C=C/N.O=C(O)O

```
! RIJCOSX wB97M-V def2-TZVPD def2/J DEFGRID3
* xyz 0 1
O -1.62 -2.11 -0.45
O 0.45 -2.07 0.46
O -1.11 -0.81 1.39
N -1.28 0.86 -1.68
C -0.79 -1.55 0.24
C -0.13 0.54 -0.97
C 0.24 1.19 0.17
C 1.63 1.14 0.72
H -2.04 1.13 -1.06
H 2.04 0.13 0.65
H 0.64 0.08 -1.59
H 1.63 1.45 1.77
H -0.47 1.83 0.68
H 0.51 -2.78 -0.21
H -0.37 -0.95 2.00
H 2.27 1.83 0.16
H -1.60 0.08 -2.25
*
```

***

--- C ---
The following is a DFT calculation (wB97M-V/def2-TZVPD) of a cluster of 2 separate species, C4H9NO3 in total.

Properties
Gap between HOMO and LUMO: 10.10 eV
Highest occupied orbital energy: -9.59 eV
Molar mass: 119.1 g mol⁻¹
SMILES string: NC(=O)CCC=O.O

```
! RIJCOSX wB97M-V def2-TZVPD def2/J DEFGRID3
* xyz 0 1
O 0.50 -1.34 2.05
O -1.80 -0.54 -1.99
O 0.93 1.07 -1.44
N 0.32 -1.66 -0.17
C 1.06 1.73 -0.44
C -0.66 0.36 0.84
C 0.13 -0.94 0.96
C 0.22 1.61 0.80
H -1.37 0.35 0.03
H 0.75 -2.57 -0.06
H -2.35 -0.36 -2.78
H 0.88 1.60 1.67
H -0.31 -1.48 -0.94
H -0.35 2.54 0.84
H 1.74 2.60 -0.47
H -1.25 0.37 1.75
H -1.55 0.35 -1.72
*
```

***

The winner here is C, beating the second structure by 1.134 eV.

***

--- A ---
The following is a DFT calculation (wB97M-V/def2-TZVPD) of an isolated molecule of C4H9NO3.

Properties
Gap between HOMO and LUMO: 6.29 eV
Highest occupied orbital energy: -9.39 eV
Molar mass: 119.1 g mol⁻¹

```
! RIJCOSX wB97M-V def2-TZVPD def2/J DEFGRID3
* xyz 0 1
O 1.49 0.13 1.48
O -0.06 -1.94 1.31
O 0.90 0.25 -1.92
N -1.51 0.82 -0.58
C 0.57 0.90 0.70
C -0.88 0.30 0.57
C -0.32 0.81 -1.88
C -0.77 -1.17 0.25
H 2.25 0.00 0.90
H -0.99 0.57 -2.71
H -1.76 -1.63 0.06
H -1.36 0.63 1.44
H -0.19 -1.27 -0.68
H 0.86 -1.69 1.44
H 0.62 2.01 1.07
H 0.95 1.07 -0.35
H -0.05 1.91 -1.82
*
```

***

--- B ---
The following is a DFT calculation (wB97M-V/def2-TZVPD) of a structure of composition C4H9NO3.

Properties
Gap between HOMO and LUMO: 9.99 eV
Highest occupied orbital energy: -9.33 eV
Molar mass: 119.1 g mol⁻¹

```
! RIJCOSX wB97M-V def2-TZVPD def2/J DEFGRID3
* xyz 0 1
O -0.41 -0.07 -1.84
O 1.76 0.97 -0.34
O 1.57 -1.49 -0.82
N 0.54 -1.12 0.02
C -1.41 0.14 0.37
C 1.05 0.61 0.62
C -0.72 -0.74 -0.68
C -0.36 1.18 0.80
H -2.29 0.61 -0.06
H -1.31 -1.62 -0.95
H 0.42 -1.83 0.74
H -1.71 -0.47 1.22
H -0.52 1.48 1.84
H -0.45 2.07 0.17
H 2.02 -0.61 -1.02
H 0.29 0.60 -1.63
H 1.53 0.29 1.57
*
```

***

--- C ---
The following is a DFT calculation (wB97M-V/def2-TZVPD) of a cluster of 2 separate species, C4H9NO3 in total.

Properties
Gap between HOMO and LUMO: 10.60 eV
Highest occupied orbital energy: -9.80 eV
Molar mass: 119.1 g mol⁻¹
SMILES string: C/N=C/O.CC(=O)O

```
! RIJCOSX wB97M-V def2-TZVPD def2/J DEFGRID3
* xyz 0 1
O 1.00 0.72 -2.21
O -1.13 1.06 1.55
O 0.72 2.21 1.05
N 0.00 -1.08 -1.35
C -1.29 -1.63 -0.94
C 0.09 1.10 1.49
C -0.11 0.11 -1.80
C 1.04 0.01 1.89
H -1.15 -2.67 -0.63
H 1.06 -0.07 2.98
H 0.71 -0.93 1.45
H 0.00 2.83 0.83
H -2.01 -1.62 -1.76
H 1.74 0.10 -2.07
H -1.70 -1.08 -0.09
H 2.04 0.23 1.52
H -1.01 0.72 -1.91
*
```

***

The winner here is C, beating the second structure by 2.179 eV.

***

--- A ---
The following is a DFT calculation (wB97M-V/def2-TZVPD) of a cluster of 4 separate species, C4H9NO3 in total.

Properties
Gap between HOMO and LUMO: 8.83 eV
Highest occupied orbital energy: -9.19 eV
Molar mass: 119.1 g mol⁻¹

```
! RIJCOSX wB97M-V def2-TZVPD def2/J DEFGRID3
* xyz 0 1
O 0.40 -1.30 0.73
O -2.35 -0.58 -1.53
O 1.26 0.67 0.03
N 2.65 -1.05 0.55
C 1.35 -0.51 0.45
C -2.13 0.52 -0.83
C -1.08 1.39 -1.28
C 3.30 -0.99 1.63
H 2.91 -0.55 2.55
H -1.60 -0.12 0.72
H -1.24 2.43 -1.02
H 4.30 -1.41 1.67
H -2.96 0.91 -0.24
H -0.09 1.07 -0.75
H -0.86 1.25 -2.34
H -0.85 -0.60 0.79
H -3.02 -1.14 -1.12
*
```

***

--- B ---
The following is a DFT calculation (wB97M-V/def2-TZVPD) of an isolated molecule of C4H9NO3.

Properties
Gap between HOMO and LUMO: 10.45 eV
Highest occupied orbital energy: -9.85 eV
Molar mass: 119.1 g mol⁻¹
SMILES string: C[C@@H](O)[C@H](N)C(=O)O

```
! RIJCOSX wB97M-V def2-TZVPD def2/J DEFGRID3
* xyz 0 1
O 2.12 -1.67 0.10
O -0.64 -0.40 -1.51
O 2.84 0.38 -0.40
N 0.61 1.54 -0.05
C -0.58 -0.68 -0.12
C 0.60 0.17 0.42
C -1.90 -0.35 0.58
C 1.93 -0.49 0.02
H 0.57 0.16 1.52
H -0.32 -1.73 0.05
H -1.24 -1.04 -1.92
H -1.82 -0.55 1.64
H -2.15 0.70 0.43
H -0.02 2.13 0.48
H 0.29 1.54 -1.02
H -2.70 -0.96 0.17
H 2.41 1.26 -0.39
*
```

***

The winner here is B, beating the second structure by 4.413 eV.